DFT (ωB97M-V/def2-TZVPD) results for a 17-piece molecular cluster, C93H203N17O17 overall at a distorted geometry.

Bonds (Å) are listed after each position.
Cartesian coordinates (Å):
1 C 0.474 5.229 7.672  C2 1.514, H12 1.062, H13 1.109, H14 1.073
2 C -0.562 4.171 7.988  C1 1.514, C3 1.587, N7 1.488, C11 1.559
3 C -1.325 4.554 9.325  C2 1.587, C4 1.536, H15 1.111, H16 1.108
4 C -2.498 3.604 9.610  C3 1.536, C5 1.535, H17 1.110, H18 1.089
5 C -3.508 3.849 8.480  C4 1.535, C6 1.541, H19 1.116, H20 1.092
6 C -2.887 3.493 7.116  C5 1.541, N7 1.472, C9 1.533, C10 1.530
7 N -1.568 4.107 6.894  C2 1.488, C6 1.472, O8 1.415
8 O -1.011 3.738 5.646  N7 1.415, H30 0.989
9 C -2.856 1.983 6.854  C6 1.533, H21 1.086, H22 1.038, H23 1.093
10 C -3.831 4.101 6.077  C6 1.530, H24 1.132, H25 1.125, H26 1.098
11 C 0.215 2.849 8.272  C2 1.559, H27 1.101, H28 1.064, H29 1.056
12 H 0.250 6.242 7.902  C1 1.062
13 H 0.829 5.273 6.622  C1 1.109
14 H 1.390 5.153 8.227  C1 1.073
15 H -0.540 4.426 10.101  C3 1.111
16 H -1.587 5.630 9.287  C3 1.108
17 H -2.963 3.809 10.597  C4 1.110
18 H -2.128 2.581 9.660  C4 1.089
19 H -3.612 4.957 8.560  C5 1.116
20 H -4.506 3.435 8.644  C5 1.092
21 H -2.689 1.838 5.792  C9 1.086
22 H -2.032 1.532 7.296  C9 1.038
23 H -3.749 1.414 7.125  C9 1.093
24 H -3.613 5.212 6.090  C10 1.132
25 H -3.596 3.792 5.020  C10 1.125
26 H -4.918 4.003 6.199  C10 1.098
27 H 0.873 3.130 9.109  C11 1.101
28 H 0.749 2.562 7.398  C11 1.064
29 H -0.324 2.074 8.746  C11 1.056
30 H -1.175 4.526 5.073  O8 0.989
31 C -1.073 -8.120 2.340  C32 1.510, H42 1.084, H43 1.132, H44 1.101
32 C -1.328 -7.740 0.901  C31 1.510, C33 1.521, N37 1.534, C41 1.530
33 C -2.036 -8.898 0.214  C32 1.521, C34 1.566, H45 1.090, H46 1.081
34 C -2.616 -8.563 -1.201  C33 1.566, C35 1.546, H47 1.075, H48 1.081
35 C -3.441 -7.266 -1.039  C34 1.546, C36 1.526, H49 1.091, H50 1.098
36 C -2.829 -6.068 -0.319  C35 1.526, N37 1.494, C39 1.582, C40 1.595
37 N -2.249 -6.516 0.983  C32 1.534, C36 1.494, O38 1.393
38 O -1.595 -5.410 1.520  N37 1.393, H60 0.959
39 C -1.848 -5.214 -1.220  C36 1.582, H51 1.042, H52 1.093, H53 1.077
40 C -4.047 -5.171 0.188  C36 1.595, H54 1.091, H55 1.099, H56 1.114
41 C -0.099 -7.363 0.072  C32 1.530, H57 1.166, H58 1.114, H59 1.088
42 H -0.057 -7.778 2.496  C31 1.084
43 H -1.114 -9.239 2.505  C31 1.132
44 H -1.698 -7.624 3.098  C31 1.101
45 H -1.339 -9.737 0.240  C33 1.090
46 H -2.899 -9.115 0.828  C33 1.081
47 H -3.251 -9.359 -1.547  C34 1.075
48 H -1.769 -8.471 -1.867  C34 1.081
49 H -4.339 -7.605 -0.520  C35 1.091
50 H -3.724 -6.936 -2.047  C35 1.098
51 H -2.465 -4.697 -1.881  C39 1.042
52 H -1.220 -4.476 -0.715  C39 1.093
53 H -1.132 -5.888 -1.661  C39 1.077
54 H -3.780 -4.295 0.780  C40 1.091
55 H -4.615 -4.741 -0.649  C40 1.099
56 H -4.760 -5.884 0.662  C40 1.114
57 H 0.445 -6.358 0.306  C41 1.166
58 H -0.256 -7.475 -1.025  C41 1.114
59 H 0.630 -8.118 0.359  C41 1.088
60 H -1.530 -5.590 2.459  O38 0.959
61 C -1.942 -5.415 -5.193  C62 1.520, H72 1.064, H73 1.097, H74 1.093
62 C -0.634 -6.008 -5.693  C61 1.520, C63 1.497, N67 1.544, C71 1.547
63 C -0.860 -6.565 -7.063  C62 1.497, C64 1.498, H75 1.136, H76 1.058
64 C 0.313 -6.779 -7.969  C63 1.498, C65 1.506, H77 1.136, H78 1.077
65 C 1.212 -5.571 -7.970  C64 1.506, C66 1.505, H79 1.117, H80 1.095
66 C 1.637 -5.075 -6.614  C65 1.505, N67 1.507, C69 1.512, C70 1.524
67 N 0.408 -4.872 -5.766  C62 1.544, C66 1.507, O68 1.425
68 O 0.763 -4.438 -4.455  N67 1.425, H90 0.979
69 C 2.684 -5.945 -5.957  C66 1.512, H81 1.077, H82 1.066, H83 1.089
70 C 2.377 -3.755 -6.798  C66 1.524, H84 1.119, H85 1.105, H86 1.110
71 C -0.239 -7.211 -4.805  C62 1.547, H87 1.122, H88 1.059, H89 1.093
72 H -1.940 -5.124 -4.170  C61 1.064
73 H -2.793 -6.101 -5.278  C61 1.097
74 H -2.214 -4.575 -5.837  C61 1.093
75 H -1.508 -7.496 -7.139  C63 1.136
76 H -1.515 -5.831 -7.452  C63 1.058
77 H 0.006 -6.893 -9.056  C64 1.136
78 H 0.808 -7.716 -7.769  C64 1.077
79 H 0.637 -4.786 -8.518  C65 1.117
80 H 2.100 -5.894 -8.526  C65 1.095
81 H 2.311 -6.944 -5.803  C69 1.077
82 H 3.490 -6.086 -6.639  C69 1.066
83 H 2.908 -5.471 -5.002  C69 1.089
84 H 2.905 -3.344 -5.901  C70 1.119
85 H 3.105 -4.031 -7.583  C70 1.105
86 H 1.787 -2.895 -7.177  C70 1.110
87 H 0.137 -6.857 -3.809  C71 1.122
88 H 0.346 -7.852 -5.412  C71 1.059
89 H -1.151 -7.781 -4.612  C71 1.093
90 H 0.735 -3.460 -4.456  O68 0.979
91 C 1.549 -3.837 2.540  C92 1.585, H102 1.107, H103 1.103, H104 1.120
92 C 2.597 -3.857 1.351  C91 1.585, C93 1.547, N97 1.469, C101 1.579
93 C 3.514 -2.628 1.557  C92 1.547, C94 1.504, H105 1.101, H106 1.116
94 C 4.726 -2.632 0.667  C93 1.504, C95 1.515, H107 1.120, H108 1.089
95 C 5.498 -3.920 0.876  C94 1.515, C96 1.590, H109 1.093, H110 1.118
96 C 4.612 -5.188 0.513  C95 1.590, N97 1.524, C99 1.540, C100 1.490
97 N 3.445 -5.049 1.484  C92 1.469, C96 1.524, O98 1.510
98 O 2.570 -6.271 1.334  N97 1.510, H120 0.952
99 C 4.286 -5.320 -0.987  C96 1.540, H111 1.099, H112 1.122, H113 1.082
100 C 5.296 -6.443 0.933  C96 1.490, H114 1.068, H115 1.106, H116 1.072
101 C 1.725 -3.678 0.047  C92 1.579, H117 1.108, H118 1.130, H119 1.112
102 H 0.691 -3.154 2.399  C91 1.107
103 H 2.159 -3.567 3.418  C91 1.103
104 H 1.078 -4.819 2.798  C91 1.120
105 H 2.906 -1.715 1.464  C93 1.101
106 H 3.828 -2.664 2.627  C93 1.116
107 H 5.346 -1.744 0.954  C94 1.120
108 H 4.492 -2.461 -0.383  C94 1.089
109 H 5.697 -3.926 1.951  C95 1.093
110 H 6.410 -3.988 0.233  C95 1.118
111 H 3.494 -6.066 -1.146  C99 1.099
112 H 3.801 -4.421 -1.452  C99 1.122
113 H 5.209 -5.566 -1.496  C99 1.082
114 H 6.327 -6.426 0.654  C100 1.068
115 H 5.298 -6.509 2.037  C100 1.106
116 H 4.763 -7.281 0.529  C100 1.072
117 H 1.458 -4.672 -0.365  C101 1.108
118 H 2.329 -3.112 -0.723  C101 1.130
119 H 0.776 -3.112 0.176  C101 1.112
120 H 2.648 -6.738 2.159  O98 0.952
121 C 3.164 9.027 5.114  C122 1.556, H132 1.081, H133 1.090, H134 1.050
122 C 2.329 8.815 3.819  C121 1.556, C123 1.581, N127 1.538, C131 1.592
123 C 3.220 9.168 2.562  C122 1.581, C124 1.511, H135 1.093, H136 1.100
124 C 4.075 7.982 2.176  C123 1.511, C125 1.532, H137 1.084, H138 1.078
125 C 3.234 6.704 2.108  C124 1.532, C126 1.580, H139 1.113, H140 1.099
126 C 2.495 6.275 3.437  C125 1.580, N127 1.468, C129 1.540, C130 1.561
127 N 1.640 7.450 3.645  C122 1.538, C126 1.468, O128 1.415
128 O 0.805 7.135 4.743  N127 1.415, H150 0.975
129 C 1.622 5.075 3.026  C126 1.540, H141 1.080, H142 1.068, H143 1.123
130 C 3.426 5.688 4.544  C126 1.561, H144 1.065, H145 1.116, H146 1.081
131 C 1.179 9.916 3.836  C122 1.592, H147 1.086, H148 1.113, H149 1.097
132 H 3.485 10.059 5.116  C121 1.081
133 H 4.083 8.441 5.076  C121 1.090
134 H 2.572 8.702 5.919  C121 1.050
135 H 2.533 9.413 1.748  C123 1.093
136 H 3.748 10.101 2.809  C123 1.100
137 H 4.909 7.885 2.862  C124 1.084
138 H 4.570 8.175 1.238  C124 1.078
139 H 3.950 5.887 1.867  C125 1.113
140 H 2.553 6.849 1.258  C125 1.099
141 H 1.219 4.701 3.956  C129 1.080
142 H 0.884 5.402 2.327  C129 1.068
143 H 2.261 4.289 2.543  C129 1.123
144 H 2.821 5.610 5.417  C130 1.065
145 H 3.686 4.640 4.265  C130 1.116
146 H 4.317 6.230 4.832  C130 1.081
147 H 1.562 10.901 4.087  C131 1.086
148 H 0.493 9.741 4.695  C131 1.113
149 H 0.758 10.031 2.829  C131 1.097
150 H -0.087 6.960 4.394  O128 0.975
151 C -7.463 -0.223 -2.104  C152 1.610, H162 1.120, H163 1.097, H164 1.120
152 C -6.142 -1.137 -2.203  C151 1.610, C153 1.495, N157 1.424, C161 1.559
153 C -6.438 -2.339 -3.042  C152 1.495, C154 1.525, H165 1.097, H166 1.092
154 C -5.207 -3.114 -3.500  C153 1.525, C155 1.532, H167 1.106, H168 1.090
155 C -4.267 -2.114 -4.181  C154 1.532, C156 1.528, H169 1.090, H170 1.097
156 C -3.824 -1.025 -3.204  C155 1.528, N157 1.549, C159 1.502, C160 1.554
157 N -5.102 -0.306 -2.708  C152 1.424, C156 1.549, O158 1.422
158 O -4.780 0.775 -1.841  N157 1.422, H180 0.953
159 C -2.819 -1.652 -2.280  C156 1.502, H171 1.150, H172 1.107, H173 1.076
160 C -3.163 0.075 -4.081  C156 1.554, H174 1.118, H175 1.092, H176 1.088
161 C -5.896 -1.705 -0.773  C152 1.559, H177 1.113, H178 1.111, H179 1.041
162 H -7.585 0.449 -1.217  C151 1.120
163 H -8.282 -0.925 -1.903  C151 1.097
164 H -7.687 0.398 -3.009  C151 1.120
165 H -7.159 -2.951 -2.488  C153 1.097
166 H -7.061 -2.131 -3.915  C153 1.092
167 H -5.522 -3.843 -4.270  C154 1.106
168 H -4.723 -3.717 -2.731  C154 1.090
169 H -4.683 -1.681 -5.091  C155 1.090
170 H -3.351 -2.619 -4.511  C155 1.097
171 H -1.954 -1.896 -2.997  C159 1.150
172 H -2.382 -0.977 -1.520  C159 1.107
173 H -3.112 -2.579 -1.817  C159 1.076
174 H -3.001 0.996 -3.469  C160 1.118
175 H -2.218 -0.246 -4.525  C160 1.092
176 H -3.879 0.445 -4.812  C160 1.088
177 H -5.556 -0.980 0.000  C161 1.113
178 H -5.048 -2.423 -0.766  C161 1.111
179 H -6.766 -2.155 -0.419  C161 1.041
180 H -4.656 0.487 -0.941  O158 0.953
181 C 5.134 3.155 -0.222  C182 1.585, H192 1.035, H193 1.117, H194 1.137
182 C 4.287 2.211 -1.173  C181 1.585, C183 1.536, N187 1.453, C191 1.540
183 C 2.896 2.789 -1.474  C182 1.536, C184 1.558, H195 1.113, H196 1.125
184 C 2.944 4.071 -2.357  C183 1.558, C185 1.482, H197 1.070, H198 1.123
185 C 3.626 3.723 -3.625  C184 1.482, C186 1.550, H199 1.105, H200 1.106
186 C 5.025 3.079 -3.454  C185 1.550, N187 1.478, C189 1.534, C190 1.586
187 N 4.808 1.965 -2.507  C182 1.453, C186 1.478, O188 1.496
188 O 6.175 1.382 -2.336  N187 1.496, H210 0.957
189 C 5.412 2.493 -4.818  C186 1.534, H201 1.134, H202 1.090, H203 1.079
190 C 6.256 4.032 -3.148  C186 1.586, H204 1.066, H205 1.126, H206 1.062
191 C 4.030 0.861 -0.478  C182 1.540, H207 1.136, H208 1.112, H209 1.073
192 H 4.630 3.205 0.681  C181 1.035
193 H 5.220 4.170 -0.681  C181 1.117
194 H 6.183 2.717 -0.202  C181 1.137
195 H 2.345 1.969 -1.985  C183 1.113
196 H 2.386 3.106 -0.523  C183 1.125
197 H 3.461 4.837 -1.817  C184 1.070
198 H 1.921 4.519 -2.485  C184 1.123
199 H 3.748 4.634 -4.238  C185 1.105
200 H 2.914 3.053 -4.141  C185 1.106
201 H 6.495 2.174 -4.921  C189 1.134
202 H 4.714 1.681 -5.026  C189 1.090
203 H 5.171 3.253 -5.545  C189 1.079
204 H 6.574 4.468 -4.068  C190 1.066
205 H 6.083 4.802 -2.345  C190 1.126
206 H 7.049 3.413 -2.811  C190 1.062
207 H 4.925 0.165 -0.412  C191 1.136
208 H 3.251 0.285 -1.023  C191 1.112
209 H 3.691 1.024 0.526  C191 1.073
210 H 5.959 0.451 -2.340  O188 0.957
211 C 4.124 0.050 3.785  C212 1.542, H216 1.099, H217 1.109, H218 1.052
212 C 3.741 -0.299 5.238  C211 1.542, O213 1.208, N214 1.369
213 O 4.619 -0.512 6.039  C212 1.208
214 N 2.391 -0.205 5.440  C212 1.369, C215 1.430, H219 0.988
215 C 1.919 -0.413 6.774  N214 1.430, H220 1.086, H221 1.060, H222 1.082
216 H 4.415 1.109 3.759  C211 1.099
217 H 3.285 -0.267 3.132  C211 1.109
218 H 5.067 -0.356 3.555  C211 1.052
219 H 1.753 -0.284 4.689  N214 0.988
220 H 2.592 0.002 7.520  C215 1.086
221 H 1.757 -1.454 6.886  C215 1.060
222 H 0.971 0.080 6.946  C215 1.082
223 C -3.076 4.435 2.132  C224 1.511, H228 1.104, H229 1.083, H230 1.062
224 C -2.379 5.678 2.636  C223 1.511, O225 1.252, N226 1.354
225 O -1.695 5.770 3.681  C224 1.252
226 N -2.627 6.783 1.893  C224 1.354, C227 1.434, H231 1.039
227 C -2.138 8.052 2.349  N226 1.434, H232 1.097, H233 1.056, H234 1.094
228 H -2.769 3.570 2.744  C223 1.104
229 H -2.801 4.418 1.084  C223 1.083
230 H -4.119 4.623 2.212  C223 1.062
231 H -3.311 6.767 1.111  N226 1.039
232 H -2.567 8.320 3.323  C227 1.097
233 H -2.258 8.847 1.664  C227 1.056
234 H -1.076 7.832 2.491  C227 1.094
235 C 3.999 -2.159 -3.238  C236 1.552, H240 1.119, H241 1.147, H242 1.139
236 C 5.498 -2.162 -2.837  C235 1.552, O237 1.207, N238 1.359
237 O 6.082 -1.321 -2.199  C236 1.207
238 N 6.206 -3.244 -3.259  C236 1.359, C239 1.526, H243 1.026
239 C 5.672 -4.376 -4.130  N238 1.526, H244 1.062, H245 1.134, H246 1.039
240 H 3.505 -3.162 -3.197  C235 1.119
241 H 4.087 -1.853 -4.341  C235 1.147
242 H 3.444 -1.367 -2.636  C235 1.139
243 H 7.216 -3.083 -3.179  N238 1.026
244 H 6.470 -5.028 -4.388  C239 1.062
245 H 5.223 -3.925 -5.069  C239 1.134
246 H 4.908 -4.955 -3.730  C239 1.039
247 C 1.597 0.497 -4.891  C248 1.499, H252 1.162, H253 1.124, H254 1.051
248 C 0.753 -0.730 -5.061  C247 1.499, O249 1.232, N250 1.325
249 O 0.880 -1.657 -4.260  C248 1.232
250 N -0.074 -0.744 -6.096  C248 1.325, C251 1.431, H255 1.018
251 C -1.008 -1.756 -6.484  N250 1.431, H256 1.119, H257 1.052, H258 1.119
252 H 1.974 0.959 -5.889  C247 1.162
253 H 2.501 0.262 -4.267  C247 1.124
254 H 0.934 1.168 -4.428  C247 1.051
255 H -0.185 0.054 -6.720  N250 1.018
256 H -2.015 -1.316 -6.276  C251 1.119
257 H -0.751 -2.575 -5.875  C251 1.052
258 H -0.929 -2.070 -7.555  C251 1.119
259 C -1.894 -3.056 3.672  C260 1.489, H264 1.087, H265 1.082, H266 1.054
260 C -2.213 -4.196 4.575  C259 1.489, O261 1.216, N262 1.390
261 O -1.608 -5.248 4.502  C260 1.216
262 N -3.232 -4.045 5.508  C260 1.390, C263 1.441, H267 1.036
263 C -3.490 -2.725 6.024  N262 1.441, H268 1.090, H269 1.087, H270 1.066
264 H -2.708 -2.336 3.618  C259 1.087
265 H -1.670 -3.484 2.704  C259 1.082
266 H -0.963 -2.649 3.950  C259 1.054
267 H -3.370 -4.831 6.170  N262 1.036
268 H -4.151 -2.172 5.355  C263 1.090
269 H -2.551 -2.183 6.103  C263 1.087
270 H -3.878 -2.804 7.013  C263 1.066
271 C -0.989 2.991 -2.674  C272 1.542, H276 1.100, H277 1.159, H278 1.106
272 C -0.788 3.915 -1.456  C271 1.542, O273 1.225, N274 1.333
273 O -0.686 3.420 -0.341  C272 1.225
274 N -0.769 5.245 -1.544  C272 1.333, C275 1.495, H279 1.026
275 C -0.520 6.144 -0.376  N274 1.495, H280 1.114, H281 1.088, H282 1.091
276 H -0.219 2.206 -2.682  C271 1.100
277 H -0.839 3.460 -3.723  C271 1.159
278 H -1.951 2.445 -2.702  C271 1.106
279 H -0.806 5.729 -2.448  N274 1.026
280 H 0.358 5.791 0.211  C275 1.114
281 H -1.435 6.286 0.196  C275 1.088
282 H -0.193 7.089 -0.813  C275 1.091
283 C 0.404 -0.118 0.404  C284 1.517, H288 1.077, H289 1.070, H290 1.064
284 C 0.366 0.435 1.816  C283 1.517, O285 1.227, N286 1.300
285 O 0.755 -0.310 2.710  C284 1.227
286 N -0.095 1.637 2.000  C284 1.300, C287 1.452, H291 1.017
287 C -0.202 2.241 3.316  N286 1.452, H292 1.080, H293 1.078, H294 1.109
288 H -0.540 -0.533 0.097  C283 1.077
289 H 1.160 -0.872 0.336  C283 1.070
290 H 0.689 0.636 -0.291  C283 1.064
291 H -0.329 2.179 1.171  N286 1.017
292 H -0.985 1.775 3.896  C287 1.080
293 H -0.462 3.283 3.229  C287 1.078
294 H 0.796 2.127 3.789  C287 1.109
295 C -6.629 6.490 1.410  C296 1.501, H300 1.073, H301 1.133, H302 1.161
296 C -5.761 5.693 0.480  C295 1.501, O297 1.221, N298 1.332
297 O -4.858 6.216 -0.154  C296 1.221
298 N -6.007 4.388 0.370  C296 1.332, C299 1.413, H303 0.979
299 C -5.081 3.501 -0.223  N298 1.413, H304 1.068, H305 1.085, H306 1.083
300 H -6.176 6.460 2.382  C295 1.073
301 H -7.707 6.141 1.431  C295 1.133
302 H -6.571 7.597 1.064  C295 1.161
303 H -6.776 3.998 0.833  N298 0.979
304 H -5.593 2.979 -1.002  C299 1.068
305 H -4.767 2.743 0.487  C299 1.085
306 H -4.278 4.078 -0.665  C299 1.083
307 C 2.296 -0.517 -8.886  C308 1.534, H312 1.094, H313 1.053, H314 1.093
308 C 1.686 0.883 -9.024  C307 1.534, O309 1.224, N310 1.304
309 O 0.523 1.104 -8.710  C308 1.224
310 N 2.446 1.833 -9.496  C308 1.304, C311 1.489, H315 1.027
311 C 1.997 3.242 -9.674  N310 1.489, H316 1.067, H317 1.115, H318 1.123
312 H 2.236 -0.794 -7.829  C307 1.094
313 H 3.295 -0.624 -9.205  C307 1.053
314 H 1.662 -1.135 -9.526  C307 1.093
315 H 3.399 1.693 -9.849  N310 1.027
316 H 0.973 3.111 -9.408  C311 1.067
317 H 1.997 3.694 -10.694  C311 1.115
318 H 2.579 3.856 -8.935  C311 1.123
319 C -3.473 0.175 2.142  C320 1.492, H324 1.043, H325 1.077, H326 1.086
320 C -4.958 0.106 2.280  C319 1.492, O321 1.237, N322 1.352
321 O -5.726 1.006 1.920  C320 1.237
322 N -5.481 -1.051 2.742  C320 1.352, C323 1.477, H327 1.047
323 C -6.929 -1.279 2.918  N322 1.477, H328 1.047, H329 1.106, H330 1.097
324 H -3.022 -0.734 1.903  C319 1.043
325 H -3.019 0.572 3.034  C319 1.077
326 H -3.247 0.907 1.374  C319 1.086
327 H -4.844 -1.865 2.908  N322 1.047
328 H -7.111 -2.304 3.027  C323 1.047
329 H -7.357 -0.771 2.033  C323 1.106
330 H -7.273 -0.712 3.792  C323 1.097

Values from the calculation:
E: -5874.98830 hartree
Maximum force: 4.97 eV/Å
Kohn-Sham gap: 0.2910 Ha
Lowest unoccupied orbital energy: 0.250 eV